Here is C2H4N2O2 in the gas phase at a distorted geometry from the Open Molecules 2025 dataset. Energies are from wB97M-V/def2-TZVPD.

Summary:
E_HOMO	-10.055	eV
LUMO	0.42	eV
calculated total energy	-9211.042	eV
energy relative to the best compared isomer or geometry (same formula, charge and spin)	96.4	kcal per mole

```
10
Properties=species:S:1:pos:R:3:forces:R:3:mulliken_charge:R:1
H 2.1622 1.0957 0.2738 -0.2 0.3 -0.5 0.26
N 2.2415 0.0924 0.1453 -1.6 -1.1 0.6 -0.61
C 1.1010 -0.4840 0.0024 3.2 -1.0 -0.2 0.20
N -0.1024 0.0636 -0.2856 -2.9 2.3 0.6 0.22
O -0.3042 1.4370 -0.2126 -2.1 0.9 2.7 -0.51
C -1.2935 -0.5603 -0.1174 -3.3 -0.6 -0.3 0.11
O -2.3602 0.0377 0.2334 3.7 -1.8 -1.1 -0.60
H 1.0403 -1.6092 0.0138 0.1 1.1 -0.2 0.20
H -1.2489 1.5492 0.4694 3.5 -1.0 -2.8 0.42
H -1.2357 -1.6221 -0.5225 -0.4 0.9 1.1 0.29
```
Positions in Å, forces in eV/Å.


Here is a molecular structure, C6H12OPSn at a distorted geometry from the Open Molecules 2025 dataset. Energies are from wB97M-V/def2-TZVPD.

Summary:
E_HOMO	-12.061	eV
LUMO	-3.63	eV
calculated total energy	-23575.428	eV
energy relative to the best compared isomer or geometry (same formula, charge and spin)	1.1	kcal per mole
net charge	+1

```
21
Properties=species:S:1:pos:R:3:forces:R:3:mulliken_charge:R:1
C 0.8436 -0.3772 -1.5050 -0.3 0.7 -0.9 -0.61
C -0.2232 0.1301 -2.3427 0.0 -1.3 -0.7 -0.62
C -1.2708 -0.8903 -2.3789 1.5 -0.9 -0.5 -0.44
C -0.8779 -1.9121 -1.4288 1.3 -0.5 -2.0 -0.70
C 0.4722 -1.6249 -1.0100 -1.2 -0.5 -0.1 -0.02
Sn -1.4081 0.0952 -0.3798 -0.9 0.4 2.7 0.72
P -0.8842 2.7442 0.7353 0.5 1.2 0.3 -0.21
H 1.8215 0.1059 -1.4168 -0.5 -0.2 0.2 0.51
H -0.1675 1.0127 -2.9710 -0.1 -0.1 0.2 0.50
H -2.1202 -0.9519 -3.0552 0.1 0.3 0.4 0.47
H 1.0986 -2.3105 -0.4482 -0.3 0.3 0.2 0.46
H -1.3869 -2.8508 -1.2399 -0.1 0.3 0.0 0.49
H -1.8843 3.2205 1.6483 0.6 0.0 -0.4 0.13
H -0.6405 3.9050 -0.0776 -0.1 -0.3 0.7 0.14
H 0.2717 2.7400 1.5962 -0.6 0.3 -0.4 0.11
C 1.0154 -0.7268 2.6796 0.1 -0.2 0.3 -0.71
O 0.6560 -0.0953 1.4462 0.8 0.8 -0.2 -0.30
H 0.4733 -1.6743 2.7244 0.1 0.1 0.0 0.26
H 0.7201 -0.1050 3.5352 0.2 -0.2 -0.2 0.27
H 2.0972 -0.9323 2.7017 -0.4 0.1 0.1 0.30
H 1.3940 0.4977 1.1870 -0.7 -0.5 0.3 0.27
```
Positions in Å, forces in eV/Å.


Here is a molecular structure, C30H28ClN4O4PtS2 from the Open Molecules 2025 dataset. Energies are from wB97M-V/def2-TZVPD.

Summary:
E_HOMO	-10.251	eV
LUMO	-3.50	eV
calculated total energy	-83149.464	eV
energy relative to the best compared isomer or geometry (same formula, charge and spin)	0.0	kcal per mole
net charge	+1

```
70
Properties=species:S:1:pos:R:3:forces:R:3:mulliken_charge:R:1
Pt 0.5906 -0.3831 0.6831 -0.6 0.3 0.3 2.11
Cl -6.0152 2.5250 -0.1972 0.0 0.0 0.0 -0.21
C -4.4347 1.8301 -0.3310 0.0 0.0 0.1 -0.17
C -4.0192 1.2749 -1.5432 0.0 0.0 0.0 -0.66
C -2.7821 0.6885 -1.6481 0.0 0.0 0.0 -0.24
C -1.8802 0.6147 -0.5566 0.0 0.1 0.0 0.09
O -0.7799 -0.0519 -0.7680 0.1 -0.3 0.0 -0.75
C -2.2776 1.2840 0.6355 0.0 0.0 0.0 0.31
C -1.4320 1.5123 1.7717 0.1 0.0 -0.1 0.10
N -0.1885 1.1965 1.8419 0.1 -0.2 -0.3 -0.50
C 0.6130 1.4531 2.9749 0.1 0.0 0.1 0.42
C 0.4062 2.4651 3.8747 0.0 0.0 0.0 -0.70
C 1.2576 2.6109 4.9859 0.0 0.0 0.0 -1.07
C 2.3168 1.7687 5.1668 0.0 0.0 0.0 -0.84
C 2.5851 0.7479 4.2271 0.0 0.0 0.0 0.65
C 3.7052 -0.1102 4.3192 0.0 0.0 -0.1 -0.68
C 3.9322 -1.0261 3.3363 0.0 0.0 0.1 -1.05
C 3.0335 -1.1207 2.2631 0.0 -0.1 0.0 0.25
N 1.9648 -0.3625 2.1740 0.0 0.0 -0.1 0.43
C 1.7256 0.5945 3.1283 0.0 0.0 0.0 0.25
C -3.5672 1.8494 0.7263 0.0 0.0 -0.1 -1.23
H -4.6775 1.3290 -2.4015 0.0 0.0 0.0 0.48
H -2.4364 0.3062 -2.5984 0.0 0.0 0.0 0.78
H -1.8878 2.0234 2.6177 0.0 0.0 0.0 0.30
H -0.4017 3.1700 3.7309 0.0 0.0 0.0 0.51
H 1.0696 3.4085 5.6911 0.0 0.0 0.0 0.41
H 2.9773 1.8829 6.0162 0.0 0.0 0.0 0.44
H 4.3753 -0.0196 5.1645 0.0 0.0 0.0 0.46
H 4.7833 -1.6901 3.3595 0.0 0.0 0.0 0.44
H 3.1759 -1.8463 1.4769 0.0 0.0 0.0 0.48
H -3.8669 2.3242 1.6522 0.0 0.0 0.0 0.49
O -1.0694 -1.5050 1.6939 0.3 0.0 0.2 -0.61
S -0.3180 -2.7853 1.9921 0.2 0.0 0.0 1.00
O 0.4528 -2.6639 3.2006 0.0 -0.1 0.0 -0.59
O -1.1107 -3.9707 1.8258 -0.2 0.1 -0.1 -0.68
S 0.9906 -2.6601 0.3450 -0.1 0.2 -0.2 -0.48
C 2.5936 4.4187 -1.6069 0.0 0.0 0.0 -0.67
C 1.5956 4.0571 -0.6812 0.0 0.0 0.0 -1.07
C 1.3869 2.7476 -0.3552 0.0 0.0 0.0 0.24
C 2.1582 1.7011 -0.9245 0.0 0.0 0.0 0.64
C 1.9967 0.3092 -0.6294 0.0 0.1 0.2 -0.04
C 2.7752 -0.6107 -1.2766 0.0 0.0 0.0 0.14
C 3.7540 -0.2248 -2.2191 0.0 0.0 0.0 -1.07
C 3.9439 1.0897 -2.5062 0.0 0.0 0.0 -0.90
C 3.1525 2.0758 -1.8724 0.0 0.0 0.0 0.88
C 3.3483 3.4442 -2.1868 0.0 0.0 0.0 -0.87
H 2.7521 5.4594 -1.8561 0.0 0.0 0.0 0.41
H 0.9825 4.8250 -0.2267 0.0 0.0 0.0 0.45
H 0.6054 2.5097 0.3428 0.0 0.0 0.0 0.27
H 2.6712 -1.6695 -1.0883 0.0 0.0 0.0 0.28
H 4.3491 -0.9898 -2.7004 0.0 0.0 0.0 0.47
H 4.6943 1.4023 -3.2216 0.0 0.0 0.0 0.39
H 4.1170 3.6974 -2.9067 0.0 0.0 0.0 0.40
N -3.8353 -2.8202 -2.9124 0.0 0.0 0.0 -0.05
C -3.4119 -3.5524 -1.6606 0.0 0.0 0.0 -0.94
C -2.0646 -2.9915 -1.2394 0.1 0.1 0.0 0.17
N -1.0713 -3.0304 -2.2850 0.0 -0.1 -0.1 -0.01
C -1.4877 -2.4965 -3.5515 0.0 0.0 0.0 -0.44
C -2.8413 -3.0198 -4.0269 0.0 0.0 0.0 -0.62
H -3.8839 -1.8205 -2.6856 0.0 0.0 0.0 0.13
H -4.7668 -3.1099 -3.2060 0.0 0.0 0.0 0.38
H -3.3661 -4.6093 -1.9216 0.0 0.0 0.0 0.35
H -4.1815 -3.3904 -0.9076 0.0 0.0 0.0 0.43
H -1.7138 -3.5334 -0.3654 0.0 0.0 0.0 0.34
H -2.2014 -1.9532 -0.9176 0.0 0.0 0.0 -0.20
H -0.5403 -3.8861 -2.3249 0.0 0.0 0.0 0.33
H -0.7395 -2.7062 -4.3142 0.0 0.0 0.0 0.55
H -1.5486 -1.4071 -3.4662 0.0 0.1 0.0 -0.09
H -2.8194 -4.0902 -4.2286 0.0 0.0 0.0 0.36
H -3.2137 -2.4896 -4.9026 0.0 0.0 0.0 0.40
```
Positions in Å, forces in eV/Å.


Here is 2 unconnected molecules or ions with the total composition C4H11NS at a distorted geometry from the Open Molecules 2025 dataset. Energies are from wB97M-V/def2-TZVPD.

Summary:
E_HOMO	-8.354	eV
LUMO	0.89	eV
calculated total energy	-16650.620	eV
energy relative to the best compared isomer or geometry (same formula, charge and spin)	27.1	kcal per mole

```
17
Properties=species:S:1:pos:R:3:forces:R:3:mulliken_charge:R:1
C 1.9159 1.2139 0.8634 -0.1 0.9 0.1 -0.89
C 2.3765 0.5286 -0.1760 -0.2 -0.1 0.1 0.12
N 1.9537 0.7428 -1.4938 0.9 -0.3 0.4 -0.53
H 1.3928 2.1483 0.6649 -0.5 -0.4 0.1 0.21
H 2.0832 0.9986 1.9071 0.6 -0.1 -0.1 0.29
H 3.1546 -0.2203 -0.0530 -0.3 -0.3 -0.1 0.29
H 1.0660 1.2064 -1.5708 -0.1 -0.1 -0.1 0.25
H 2.0517 -0.0967 -2.0432 -0.2 0.3 -0.3 0.25
C -2.4668 -0.2728 -0.8339 -0.5 0.5 -0.1 -0.81
S -2.4446 -0.0025 0.9744 0.3 -0.1 -0.3 -0.08
C -1.0960 -1.1659 1.3356 -0.3 0.3 -0.6 -0.60
H -3.3121 -0.8718 -1.1698 -0.1 0.0 0.2 0.31
H -1.5791 -0.7769 -1.2013 0.3 0.1 0.2 0.23
H -2.5406 0.7132 -1.3068 0.0 -0.3 0.0 0.29
H -1.4941 -2.1342 1.0598 0.3 -0.4 0.3 0.33
H -0.2757 -0.8998 0.6670 0.2 -0.1 0.3 0.05
H -0.7855 -1.1108 2.3764 -0.1 0.0 -0.1 0.30
```
Positions in Å, forces in eV/Å.


> Which of these has the highest energy relative to the best compared isomer or geometry (same formula, charge and spin)?

C2H4N2O2


> Look up the energy relative to the best compared isomer or geometry (same formula, charge and spin) of the fourth one.

27.1 kcal per mole